No. 1
131
Properties=species:S:1:pos:R:3:mulliken_spin:R:1 method="wB97M-V/def2-TZVPD" lumo_energy_ev="-0.2 / -0.7" s_squared=2.0076 multiplicity=3 gap_ev="7.899 / 7.182" relative_energy_kj_mol=97.43
Pt -1.75 1.66 2.96 1.421
C 0.67 -0.94 0.20 0.022
C 0.26 0.52 0.49 -0.014
C -0.68 1.11 -0.58 -0.001
O -0.26 0.78 1.73 0.205
H 1.03 -1.14 -0.81 0.001
H -0.10 -1.67 0.45 0.001
H 1.58 -1.13 0.76 0.000
H 1.21 1.07 0.42 0.008
H -0.30 0.99 -1.59 -0.011
H -0.86 2.16 -0.37 -0.009
H -1.58 0.48 -0.55 0.013
C -5.11 -0.67 1.52 0.014
C -4.32 0.57 1.08 -0.028
C -5.12 1.41 0.06 0.035
O -3.70 1.29 2.08 0.270
H -4.68 -1.27 2.32 0.003
H -5.33 -1.33 0.68 -0.001
H -6.03 -0.21 1.91 -0.002
H -3.56 0.11 0.43 -0.007
H -6.17 1.47 0.35 -0.001
H -5.05 0.95 -0.93 -0.001
H -4.75 2.43 0.05 -0.004
C 0.27 -1.31 -3.50 -0.001
O 1.49 -1.32 -3.41 0.000
N -0.47 -0.99 -4.59 0.000
C -1.94 -1.03 -4.52 0.000
C 0.15 -0.77 -5.88 0.000
H -0.50 -1.50 -2.73 0.001
H -2.24 -0.02 -4.82 0.000
H -2.41 -1.27 -3.57 0.000
H -2.22 -1.78 -5.26 0.000
H 1.09 -0.24 -5.75 0.000
H 0.23 -1.68 -6.48 0.000
H -0.46 -0.02 -6.39 0.000
C -2.37 -1.91 -0.51 0.014
O -2.39 -1.94 -1.72 -0.001
N -2.49 -2.97 0.32 -0.001
C -2.55 -4.34 -0.19 0.000
C -2.46 -2.88 1.77 0.012
H -2.22 -0.98 0.06 -0.002
H -2.36 -4.35 -1.26 0.000
H -3.54 -4.76 0.00 0.000
H -1.79 -4.98 0.28 0.000
H -1.72 -3.54 2.23 0.000
H -2.25 -1.86 2.09 -0.012
H -3.46 -3.17 2.09 0.000
C -1.67 -1.18 4.94 0.004
O -1.85 -0.11 4.39 0.021
N -0.70 -2.06 4.64 0.001
C -0.63 -3.31 5.33 0.000
C 0.21 -1.71 3.55 -0.008
H -2.24 -1.58 5.79 0.000
H -1.00 -4.19 4.80 0.000
H -1.21 -3.31 6.26 0.000
H 0.38 -3.50 5.70 0.000
H 0.20 -0.63 3.44 0.009
H 1.24 -2.04 3.69 0.000
H -0.15 -2.17 2.63 0.000
C -2.73 2.72 -3.02 -0.003
O -2.49 2.37 -4.16 0.000
N -2.80 4.02 -2.64 0.000
C -2.84 4.35 -1.23 0.002
C -2.86 5.13 -3.57 0.000
H -2.85 2.03 -2.17 0.003
H -2.59 3.49 -0.61 -0.004
H -3.83 4.67 -0.91 0.000
H -2.09 5.09 -0.92 0.000
H -2.75 4.82 -4.61 0.000
H -3.86 5.57 -3.58 0.000
H -2.14 5.90 -3.32 0.000
C 2.77 1.72 -2.74 0.001
O 3.96 1.62 -2.50 0.000
N 2.15 2.92 -2.85 0.000
C 0.70 2.96 -2.95 -0.001
C 2.91 4.15 -2.74 0.000
H 2.11 0.85 -2.87 0.000
H 0.31 3.34 -2.01 0.001
H 0.16 2.04 -3.15 0.000
H 0.46 3.73 -3.68 0.000
H 2.49 4.89 -3.43 0.000
H 2.81 4.56 -1.73 0.000
H 3.93 3.98 -3.06 0.000
C 4.52 2.17 4.87 0.000
O 5.13 1.79 5.85 0.000
N 3.81 1.34 4.08 0.000
C 3.25 1.77 2.80 0.003
C 3.83 -0.10 4.21 0.000
H 4.49 3.22 4.54 0.000
H 3.62 1.13 2.00 0.001
H 3.42 2.84 2.63 0.001
H 2.17 1.67 2.86 -0.002
H 4.27 -0.40 5.16 0.000
H 2.85 -0.58 4.16 0.000
H 4.47 -0.58 3.46 0.000
C 4.01 -2.66 -1.81 0.000
O 4.03 -3.65 -2.51 0.000
N 4.55 -2.67 -0.57 0.000
C 4.55 -1.44 0.23 0.000
C 5.00 -3.88 0.10 0.000
H 3.60 -1.67 -2.08 0.000
H 5.35 -1.47 0.98 0.000
H 3.61 -1.48 0.79 0.000
H 4.61 -0.48 -0.29 0.000
H 4.99 -3.72 1.18 0.000
H 4.31 -4.70 -0.10 0.000
H 5.99 -4.18 -0.25 0.000
C -1.30 4.75 1.91 0.007
O -1.51 3.55 1.87 0.036
N -0.06 5.25 1.84 0.003
C 0.15 6.70 1.85 0.000
C 1.11 4.41 1.81 -0.003
H -2.06 5.55 1.97 0.001
H 0.91 7.03 1.14 0.000
H 0.60 6.93 2.81 0.000
H -0.70 7.34 1.61 0.000
H 1.84 4.64 2.59 0.000
H 0.86 3.36 1.97 0.005
H 1.52 4.50 0.81 0.000
C 0.08 -7.02 -1.39 0.000
O 0.09 -7.75 -0.41 0.000
N 0.53 -5.75 -1.37 0.000
C 0.27 -4.84 -2.46 0.000
C 1.08 -5.13 -0.18 0.000
H -0.29 -7.37 -2.36 0.000
H -0.65 -4.31 -2.19 0.000
H 0.06 -5.26 -3.45 0.000
H 1.10 -4.16 -2.63 0.000
H 0.44 -4.32 0.19 0.000
H 1.15 -5.84 0.64 0.000
H 2.05 -4.73 -0.45 0.000

***

No. 2
131
Properties=species:S:1:pos:R:3:lowdin_charge:R:1 method="wB97M-V/def2-TZVPD" lumo_energy_ev=0.1 smiles="COCCOCCOC.CN(C)C=O.CN(C)C=O.CN(C)C=O.CN(C)C=O.CN(C)C=O.CN(C)C=O.CN(C)C=O.CN(C)C=O.CN(C)C=O" gap_ev=8.949
C -21.98 18.30 -15.11 -0.095
O -23.31 18.45 -14.60 -0.186
C -24.15 17.33 -14.98 -0.197
C -24.24 16.83 -16.38 -0.140
O -23.03 16.02 -16.73 -0.173
C -23.03 15.39 -18.00 -0.199
C -22.42 16.30 -19.05 -0.147
O -23.27 17.46 -19.39 -0.180
C -22.77 18.21 -20.45 -0.140
H -21.44 19.19 -14.78 0.085
H -22.13 18.40 -16.19 0.084
H -21.43 17.40 -14.85 0.074
H -25.15 17.60 -14.62 0.124
H -23.82 16.53 -14.31 0.123
H -24.26 17.72 -17.01 0.122
H -25.10 16.19 -16.57 0.126
H -23.98 14.90 -18.24 0.128
H -22.35 14.56 -17.83 0.101
H -22.40 15.72 -19.97 0.117
H -21.40 16.55 -18.78 0.104
H -23.03 17.83 -21.44 0.080
H -21.71 18.45 -20.46 0.079
H -23.31 19.16 -20.40 0.089
C -18.42 17.44 -19.86 -0.280
O -18.60 17.09 -18.69 -0.006
N -17.61 16.76 -20.74 -0.170
C -17.25 17.47 -21.97 -0.069
C -17.06 15.40 -20.46 -0.009
H -18.81 18.38 -20.29 0.134
H -17.68 18.45 -22.16 0.088
H -17.50 16.75 -22.75 0.079
H -16.18 17.62 -22.12 0.083
H -17.69 14.89 -19.73 0.059
H -16.90 14.89 -21.41 0.087
H -16.12 15.48 -19.91 0.077
C -14.67 14.05 -17.82 -0.320
O -13.96 15.08 -17.69 -0.027
N -14.44 13.07 -18.71 -0.179
C -13.33 13.04 -19.65 -0.037
C -15.22 11.85 -18.74 -0.067
H -15.53 13.74 -17.21 0.106
H -13.66 12.87 -20.68 0.089
H -12.75 12.14 -19.49 0.084
H -12.72 13.94 -19.57 0.096
H -15.86 11.87 -19.62 0.073
H -14.64 10.95 -18.89 0.089
H -15.89 11.56 -17.93 0.094
C -19.43 15.84 -16.23 -0.329
O -19.14 16.61 -15.34 0.001
N -18.96 14.56 -16.32 -0.150
C -19.28 13.75 -17.47 -0.065
C -17.92 14.04 -15.42 -0.025
H -20.22 16.01 -16.98 0.114
H -18.44 13.70 -18.16 0.051
H -20.17 14.05 -18.03 0.071
H -19.49 12.73 -17.17 0.089
H -17.73 14.83 -14.69 0.069
H -18.28 13.10 -15.01 0.087
H -16.93 13.86 -15.85 0.049
C -16.77 12.08 -11.59 -0.371
O -17.08 12.63 -12.64 -0.019
N -16.69 10.80 -11.34 -0.190
C -16.22 10.31 -10.03 -0.025
C -16.96 9.83 -12.37 -0.038
H -16.53 12.59 -10.65 0.131
H -17.00 9.69 -9.59 0.086
H -15.88 11.06 -9.32 0.093
H -15.45 9.60 -10.31 0.088
H -16.03 9.35 -12.65 0.077
H -17.62 9.06 -11.97 0.095
H -17.31 10.34 -13.27 0.086
C -15.79 15.98 -10.91 -0.353
O -15.02 15.76 -9.97 -0.007
N -15.99 17.16 -11.53 -0.181
C -16.98 17.37 -12.60 -0.044
C -15.10 18.28 -11.34 -0.060
H -16.41 15.21 -11.39 0.122
H -17.82 17.94 -12.21 0.092
H -17.44 16.46 -12.98 0.074
H -16.49 17.94 -13.38 0.074
H -14.27 18.33 -12.06 0.085
H -15.63 19.23 -11.30 0.089
H -14.61 18.25 -10.37 0.086
C -19.48 20.01 -16.82 -0.350
O -20.03 20.53 -17.76 -0.010
N -18.72 20.73 -15.95 -0.153
C -17.97 20.11 -14.84 -0.067
C -18.68 22.26 -15.99 -0.019
H -19.48 18.92 -16.68 0.118
H -18.43 20.27 -13.87 0.080
H -16.99 20.58 -14.74 0.079
H -17.86 19.04 -15.04 0.064
H -19.19 22.48 -16.93 0.071
H -19.12 22.75 -15.12 0.079
H -17.69 22.72 -16.05 0.073
C -21.32 11.72 -19.75 -0.284
O -21.38 12.93 -20.08 -0.036
N -20.13 11.03 -19.88 -0.182
C -19.93 9.72 -19.26 -0.056
C -18.92 11.70 -20.48 -0.023
H -22.08 11.08 -19.28 0.136
H -19.48 9.82 -18.28 0.085
H -19.24 9.21 -19.92 0.079
H -20.85 9.13 -19.25 0.087
H -18.30 10.93 -20.93 0.082
H -19.18 12.51 -21.16 0.085
H -18.38 12.23 -19.69 0.046
C -14.16 9.58 -15.46 -0.323
O -15.23 9.13 -15.03 -0.027
N -13.80 10.87 -15.46 -0.173
C -12.58 11.26 -16.05 -0.062
C -14.54 11.89 -14.67 0.001
H -13.45 8.99 -16.07 0.130
H -12.02 10.40 -16.41 0.093
H -11.96 11.76 -15.31 0.084
H -12.75 11.95 -16.89 0.078
H -15.60 11.67 -14.55 0.071
H -14.15 12.11 -13.68 0.087
H -14.42 12.81 -15.23 0.065
C -11.93 14.66 -14.97 -0.304
O -10.92 13.96 -14.64 -0.058
N -12.90 15.06 -14.12 -0.158
C -14.00 15.91 -14.56 -0.046
C -12.96 14.52 -12.75 -0.039
H -12.18 14.92 -16.01 0.119
H -14.29 16.57 -13.74 0.066
H -14.89 15.31 -14.76 0.076
H -13.81 16.51 -15.44 0.091
H -12.38 13.61 -12.57 0.085
H -12.63 15.16 -11.93 0.090
H -14.00 14.29 -12.51 0.069